Here is a 3-piece molecular cluster, C4H13NO2 overall in a non-equilibrium geometry from the Open Molecules 2025 dataset. Energies are from wB97M-V/def2-TZVPD.

Positions of all 20 atoms, in Å:
C1 -1.633 -0.227 -0.802
C2 -0.859 -1.230 0.032
C3 -0.861 -0.785 1.478
N1 -0.965 0.717 1.328
C4 -1.128 1.092 -0.114
H1 -1.282 -0.240 -1.924
H2 -2.764 -0.352 -0.826
H3 0.059 -1.278 -0.504
H4 -1.270 -2.220 -0.032
H5 0.069 -1.026 1.965
H6 -1.809 -1.183 2.099
H7 -1.710 1.042 1.917
H8 -0.171 1.226 -0.563
H9 -1.872 1.838 -0.279
O1 1.692 0.927 2.005
H10 0.802 0.838 1.509
H11 2.185 1.681 1.739
O2 3.491 -0.411 -2.896
H12 3.805 0.548 -2.921
H13 4.223 -0.958 -3.211

The structure (SMILES) is C1CCNC1.O.O. The gap between HOMO and LUMO comes out at 9.82 eV. The lowest unoccupied orbital energy comes out at 0.8 eV. The net charge is 0. Its multiplicity is 1.

From a Mulliken analysis of the wavefunction, the atomic charges in e read: number 1, C, carries -0.55; number 2, C, carries -0.59; number 3, C, carries -0.47; number 4, N, carries -0.50; number 5, C, carries -0.51; number 6, H, carries 0.28; number 7, H, carries 0.30; number 8, H, carries 0.28; number 9, H, carries 0.38; number 10, H, carries 0.30; number 11, H, carries 0.27; number 12, H, carries 0.26; number 13, H, carries 0.26; number 14, H, carries 0.36; number 15, O, carries -0.72; number 16, H, carries 0.41; number 17, H, carries 0.25; number 18, O, carries -0.64; number 19, H, carries 0.33; number 20, H, carries 0.32